Version A
DFT (the ωB97M-V functional and the def2-TZVPD basis) results for 2 unconnected molecules or ions with the total composition C5H11FN.

Properties
- Net charge: +1
- Frontier orbital gap (spin up / spin down): 8.576 / 9.423 eV

Bonds (Å) are listed after each position.
Geometry (Å):
1 F 0.160 -0.984 2.873  C4 1.327
2 N 0.073 -1.633 -0.191  C3 1.468, H9 1.058, H15 1.021, H17 1.096
3 C 0.491 -0.226 -0.155  N2 1.468, C6 1.526, H12 1.050
4 C 0.301 0.276 2.481  F1 1.327, C5 1.283
5 C 0.396 1.407 3.078  C4 1.283, H13 1.129, H16 1.035
6 C -0.472 0.621 -0.982  C3 1.526, C7 1.541, H10 1.056, H18 1.014
7 C -0.410 0.250 -2.476  C6 1.541, H8 1.048, H11 1.071, H14 1.121
8 H -1.009 0.832 -3.109  C7 1.048
9 H 0.728 -2.230 0.388  N2 1.058
10 H -0.122 1.605 -0.830  C6 1.056
11 H -0.595 -0.793 -2.636  C7 1.071
12 H 1.522 -0.050 -0.065  C3 1.050
13 H 0.291 2.343 2.456  C5 1.129
14 H 0.576 0.455 -2.967  C7 1.121
15 H -0.941 -1.578 -0.084  N2 1.021
16 H 0.411 1.393 4.113  C5 1.035
17 H 0.062 -2.212 -1.122  N2 1.096
18 H -1.460 0.528 -0.770  C6 1.014

***

Version B
DFT (the ωB97M-V functional and the def2-TZVPD basis) results for 2 unconnected molecules or ions with the total composition C5H11FN.

Properties
- Net charge: +1
- Frontier orbital gap (spin up / spin down): 8.598 / 8.746 eV

Bonds (Å) are listed after each position.
Geometry (Å):
1 F 2.396 1.075 0.623  C7 1.353
2 N -0.596 1.672 0.487  C3 1.492, H8 1.043, H13 1.033, H18 1.059
3 C -0.687 0.223 0.138  N2 1.492, C5 1.465, C6 1.431
4 C 2.339 -1.107 -0.443  C7 1.259, H10 1.115, H11 1.101
5 C -1.118 -0.756 1.138  C3 1.465, H9 1.062, H15 1.081, H17 1.144
6 C -0.961 -0.074 -1.234  C3 1.431, H12 1.131, H14 1.129, H16 1.183
7 C 1.887 -0.063 0.097  F1 1.353, C4 1.259
8 H -1.564 2.059 0.477  N2 1.043
9 H -0.969 -1.669 0.617  C5 1.062
10 H 3.402 -1.151 -0.775  C4 1.115
11 H 1.704 -1.843 -0.961  C4 1.101
12 H -1.957 0.363 -1.549  C6 1.131
13 H -0.094 1.671 1.389  N2 1.033
14 H -0.964 -1.202 -1.274  C6 1.129
15 H -0.481 -0.879 2.003  C5 1.081
16 H -0.181 0.390 -1.994  C6 1.183
17 H -2.207 -0.827 1.482  C5 1.144
18 H 0.051 2.119 -0.222  N2 1.059

***

It is version B that is the most stable of them.

***

Version A
DFT (the ωB97M-V functional and the def2-TZVPD basis) results for 2 unconnected molecules or ions with the total composition C5H13FN.

Properties
- Net charge: +1
- Frontier orbital gap (spin up / spin down): 8.796 / 8.797 eV

Bonds (Å) are listed after each position.
Geometry (Å):
1 F 1.143 -1.288 1.045  C6 1.360
2 N -1.452 -1.568 0.194  C7 1.490, H15 1.030, H17 1.026, H19 1.037
3 C 1.485 1.058 0.835  C6 1.478, H12 1.094, H16 1.088, H18 1.086
4 C 1.961 -0.631 -1.084  C6 1.475, H9 1.084, H10 1.095, H14 1.087
5 C -1.836 0.872 0.495  C7 1.484, H8 1.088, H11 1.086, H20 1.095
6 C 1.297 -0.252 0.178  F1 1.360, C3 1.478, C4 1.475
7 C -1.142 -0.189 -0.277  N2 1.490, C5 1.484, H13 1.080
8 H -1.667 0.777 1.565  C5 1.088
9 H 1.875 0.158 -1.822  C4 1.084
10 H 3.025 -0.789 -0.877  C4 1.095
11 H -1.490 1.849 0.172  C5 1.086
12 H 2.526 1.178 1.151  C3 1.094
13 H -1.181 -0.110 -1.353  C7 1.080
14 H 1.571 -1.563 -1.483  C4 1.087
15 H -2.416 -1.639 0.551  N2 1.030
16 H 0.867 1.138 1.728  C3 1.088
17 H -1.328 -2.255 -0.558  N2 1.026
18 H 1.247 1.866 0.151  C3 1.086
19 H -0.802 -1.824 0.959  N2 1.037
20 H -2.917 0.840 0.318  C5 1.095

***

Version B
DFT (the ωB97M-V functional and the def2-TZVPD basis) results for 2 unconnected molecules or ions with the total composition C5H13FN.

Properties
- Net charge: +1
- Frontier orbital gap: 11.965 eV

Bonds (Å) are listed after each position.
Geometry (Å):
1 F -0.901 0.086 0.795  C7 1.480
2 N 0.825 -2.069 1.412  C6 1.488, H11 1.064, H12 1.122, H13 0.981
3 C -2.271 1.782 -0.255  C7 1.510, H9 1.107, H15 1.016, H19 1.158
4 C 0.203 1.804 -0.597  C7 1.529, H14 1.229, H17 1.125, H20 1.114
5 C 1.661 -1.535 -0.774  C6 1.322, H8 1.001, H16 1.128
6 C 1.878 -2.167 0.366  N2 1.488, C5 1.322, H18 1.080
7 C -1.037 0.927 -0.415  F1 1.480, C3 1.510, C4 1.529, H10 1.084
8 H 2.182 -1.563 -1.628  C5 1.001
9 H -2.134 2.788 -0.697  C3 1.107
10 H -1.205 0.196 -1.197  C7 1.084
11 H 0.262 -2.970 1.468  N2 1.064
12 H 0.154 -1.211 1.139  N2 1.122
13 H 1.132 -1.867 2.322  N2 0.981
14 H 0.225 2.520 0.401  C4 1.229
15 H -3.087 1.405 -0.728  C3 1.016
16 H 0.814 -0.809 -0.938  C5 1.128
17 H -0.119 2.264 -1.571  C4 1.125
18 H 2.665 -2.871 0.592  C6 1.080
19 H -2.459 1.958 0.874  C3 1.158
20 H 1.213 1.333 -0.566  C4 1.114

***

It is version B that is the most stable of them.

***

Version A
DFT (the ωB97M-V functional and the def2-TZVPD basis) results for 14 unconnected molecules or ions with the total composition C6H35NO13.

Properties
- Frontier orbital gap: 8.191 eV

Bonds (Å) are listed after each position.
Geometry (Å):
1 O 0.434 4.288 -0.775  H26 0.962, H35 0.962
2 O 0.648 -4.373 -0.531  H46 0.967, H51 0.967
3 O -0.358 1.835 1.692  H31 0.964, H37 0.971
4 O 2.754 2.856 -2.922  H52 0.960, H55 0.957
5 O -2.456 3.645 0.043  H40 0.966, H53 0.963
6 O 0.461 -2.783 3.118  H30 0.965, H50 0.962
7 O -2.909 -1.892 0.773  H45 0.960, H48 0.964
8 O 0.606 0.096 3.543  H21 0.958, H44 0.960
9 O -4.080 -0.350 -0.474  H22 0.971, H28 0.968
10 O -2.955 1.413 -2.185  H29 0.962, H38 0.984
11 O -0.576 0.096 -2.666  H24 0.984, H47 0.967
12 O -1.188 -2.484 -3.252  H23 0.962, H27 0.979
13 O -2.418 0.497 2.664  H34 0.961, H49 0.987
14 N 1.023 0.259 -0.269  C18 1.380, C20 1.373, H36 1.010
15 C 3.990 -1.722 0.508  C16 1.501, H32 1.087, H39 1.096, H54 1.096
16 C 2.627 -1.122 0.321  C15 1.501, C17 1.410, C20 1.385
17 C 1.387 -1.792 0.371  C16 1.410, C18 1.376, H41 1.070
18 C 0.378 -0.930 0.006  N14 1.380, C17 1.376, H33 1.075
19 C 3.276 1.369 0.025  C20 1.484, H25 1.090, H42 1.081, H43 1.094
20 C 2.376 0.191 -0.043  N14 1.373, C16 1.385, C19 1.484
21 H 1.124 -0.354 2.874  O8 0.958
22 H -3.867 -1.298 -0.471  O9 0.971
23 H -0.578 -2.552 -3.993  O12 0.962
24 H -1.454 0.354 -2.302  O11 0.984
25 H 3.625 1.654 -0.967  C19 1.090
26 H 0.783 4.396 -1.665  O1 0.962
27 H -0.828 -1.738 -2.730  O12 0.979
28 H -3.704 -0.081 0.377  O9 0.968
29 H -3.056 2.293 -1.809  O10 0.962
30 H 1.398 -2.965 3.256  O6 0.965
31 H 0.299 2.211 2.290  O3 0.964
32 H 4.723 -1.340 -0.197  C15 1.087
33 H -0.679 -0.985 -0.178  C18 1.075
34 H -2.983 0.804 3.379  O13 0.961
35 H 1.194 4.008 -0.257  O1 0.962
36 H 0.704 0.964 -0.918  N14 1.010
37 H 0.179 1.094 1.367  O3 0.971
38 H -3.327 0.785 -1.524  O10 0.984
39 H 4.332 -1.692 1.548  C15 1.096
40 H -1.663 4.107 -0.260  O5 0.966
41 H 1.087 -2.792 0.605  C17 1.070
42 H 4.081 1.246 0.737  C19 1.081
43 H 2.727 2.267 0.323  C19 1.094
44 H -0.125 -0.451 3.841  O8 0.960
45 H -3.458 -2.529 1.235  O7 0.960
46 H 0.182 -4.893 -1.200  O2 0.967
47 H -0.669 0.591 -3.491  O11 0.967
48 H -2.577 -1.217 1.376  O7 0.964
49 H -1.707 1.170 2.543  O13 0.987
50 H 0.320 -3.190 2.259  O6 0.962
51 H 1.574 -4.613 -0.674  O2 0.967
52 H 1.903 2.658 -3.320  O4 0.960
53 H -2.175 3.283 0.890  O5 0.963
54 H 3.939 -2.804 0.341  C15 1.096
55 H 3.342 2.102 -2.868  O4 0.957

***

Version B
DFT (the ωB97M-V functional and the def2-TZVPD basis) results for 13 unconnected molecules or ions with the total composition C6H35NO13.

Properties
- Frontier orbital gap: 9.235 eV

Bonds (Å) are listed after each position.
Geometry (Å):
1 O -2.335 0.857 -1.519  H48 0.924, H54 0.954
2 O 0.584 3.213 0.334  C15 1.164
3 O -1.664 -3.381 0.730  H21 0.946, H46 0.920
4 O -2.934 -1.278 -0.452  H31 1.054, H42 0.958
5 O 0.199 1.841 -2.155  H38 0.921, H44 1.030
6 O -2.960 2.418 0.736  H45 1.001, H55 0.925
7 O 3.435 2.211 -2.430  H39 0.890, H52 0.982
8 O 1.393 1.720 -4.534  H40 0.995, H49 0.969
9 O 3.487 -0.273 -1.872  H29 0.906, H53 1.023
10 O -3.012 -0.398 2.238  H24 0.904, H35 0.967
11 O 1.370 -3.165 1.447  H23 1.125, H28 0.908
12 O -1.930 1.490 3.714  H22 0.972, H37 0.976
13 O -1.178 -2.242 3.205  H43 0.960, H50 1.010
14 N 1.295 -2.430 -2.009  C17 1.429, H30 1.058, H51 0.945
15 C 1.193 2.820 1.245  O2 1.164, C20 1.499, H26 1.095
16 C 0.721 0.147 1.596  C18 1.517, C20 1.695, H32 1.119, H34 1.043
17 C 0.318 -1.687 -1.277  N14 1.429, C19 1.304, H33 1.068
18 C -0.222 -0.116 0.437  C16 1.517, C19 1.494, H27 1.193, H47 1.119
19 C 0.568 -0.512 -0.767  C17 1.304, C18 1.494, H36 1.126
20 C 1.777 1.441 1.311  C15 1.499, C16 1.695, H25 1.088, H41 1.164
21 H -1.057 -4.094 0.599  O3 0.946
22 H -1.738 0.842 4.413  O12 0.972
23 H 1.138 -3.071 0.350  O11 1.125
24 H -3.374 -0.702 1.467  O10 0.904
25 H 2.385 1.430 2.213  C20 1.088
26 H 1.285 3.274 2.237  C15 1.095
27 H -0.703 0.933 0.132  C18 1.193
28 H 2.205 -2.874 1.653  O11 0.908
29 H 4.193 -0.337 -2.436  O9 0.906
30 H 1.013 -2.538 -3.024  N14 1.058
31 H -2.364 -0.392 -0.473  O4 1.054
32 H 1.370 -0.752 1.749  C16 1.119
33 H -0.632 -2.134 -1.082  C17 1.068
34 H 0.392 0.494 2.523  C16 1.043
35 H -2.456 -1.108 2.585  O10 0.967
36 H 1.440 0.160 -1.003  C19 1.126
37 H -2.319 1.007 2.961  O12 0.976
38 H -0.121 2.684 -1.974  O5 0.921
39 H 3.555 1.814 -3.218  O7 0.890
40 H 1.111 1.001 -3.905  O8 0.995
41 H 2.458 1.142 0.416  C20 1.164
42 H -3.533 -1.051 -1.165  O4 0.958
43 H -1.647 -3.020 2.893  O13 0.960
44 H 0.591 1.382 -1.321  O5 1.030
45 H -2.985 1.484 1.094  O6 1.001
46 H -2.141 -2.997 0.042  O3 0.920
47 H -0.932 -0.916 0.762  C18 1.119
48 H -1.541 0.795 -1.986  O1 0.924
49 H 0.877 2.461 -4.184  O8 0.969
50 H -0.304 -2.567 2.817  O13 1.010
51 H 2.208 -2.187 -1.996  N14 0.945
52 H 2.469 2.339 -2.308  O7 0.982
53 H 3.824 0.215 -1.039  O9 1.023
54 H -2.392 1.638 -0.974  O1 0.954
55 H -2.379 2.968 1.203  O6 0.925

***

It is version A that is the most stable of them.